(1)
76
Properties=species:S:1:pos:R:3:mulliken_charge:R:1 method="wB97M-V/def2-TZVPD" relative_energy_kcal_mol=2.9 fmax_ha_per_bohr=0.0148 homo_lumo_gap_ev="7.27 / 7.27" lumo_energy_ev="2.462 / 2.462" total_charge=-1 e_tot_ev=-78510.7191 homo_energy_ev="-4.807 / -4.806"
Pd -1.061 0.857 2.332 0.4567
O -2.371 1.274 5.233 -0.5360
S -3.232 0.449 4.365 0.1576
N -2.816 0.042 2.986 -0.2856
Cl 5.716 -0.877 1.698 -0.2875
C 4.023 -0.851 2.148 0.4341
C 3.068 -1.248 1.226 -0.9815
C 1.730 -1.188 1.577 0.5619
C 1.327 -0.747 2.841 0.3086
C -0.118 -0.661 3.177 -2.1836
C 2.319 -0.379 3.751 -0.4414
C 3.664 -0.424 3.415 -0.6228
H 3.362 -1.589 0.242 0.6655
H 0.979 -1.469 0.848 0.2293
H -0.276 -0.661 4.258 0.6302
H -0.651 -1.500 2.724 0.6743
H 2.027 -0.043 4.741 0.3489
H 4.428 -0.130 4.123 0.4626
C 3.265 1.672 -1.050 -0.4736
C 1.800 1.412 -1.333 0.0895
N 1.046 1.421 -0.104 0.5793
C 1.381 2.118 0.986 0.1916
N 0.574 2.082 2.024 -0.3492
C 0.875 2.885 3.206 -0.8884
C 2.356 3.173 3.370 -0.3405
C 2.896 3.719 2.067 -0.7630
N 2.569 2.816 0.985 0.3612
C 3.360 2.940 -0.224 -0.8421
H 3.822 1.788 -1.982 0.4613
H 3.695 0.841 -0.488 0.0251
H 1.655 0.441 -1.812 -0.3316
H 1.421 2.171 -2.032 0.3147
H 0.042 1.082 -0.166 0.0724
H 0.479 2.360 4.075 0.3045
H 0.328 3.836 3.152 0.4138
H 2.894 2.253 3.612 -0.0365
H 2.516 3.889 4.179 0.4542
H 3.985 3.807 2.104 0.4334
H 2.494 4.725 1.873 0.2363
H 4.393 3.126 0.081 0.4787
H 3.037 3.805 -0.823 0.2259
O -1.393 0.627 -0.409 -1.0363
Si -1.821 -0.526 -1.399 -0.5570
C -3.600 -1.114 -1.158 0.2108
C -4.236 -1.998 -2.033 -0.1296
C -5.533 -2.433 -1.805 -0.6554
C -6.223 -1.990 -0.683 -0.4443
C -5.607 -1.118 0.201 -0.5421
C -4.309 -0.682 -0.038 -0.3383
C -0.756 -2.093 -1.200 0.5102
C -1.111 -3.073 -0.269 -0.3026
C -0.267 -4.137 0.026 -0.7424
C 0.960 -4.247 -0.612 -0.3988
C 1.332 -3.294 -1.551 -0.8304
C 0.480 -2.235 -1.837 0.1915
C -1.618 -0.013 -3.218 0.5240
C -1.571 1.348 -3.528 -0.2895
C -1.445 1.789 -4.839 -0.6497
C -1.358 0.871 -5.875 -0.3794
C -1.397 -0.488 -5.591 -0.7620
C -1.525 -0.918 -4.277 0.0886
H -3.709 -2.357 -2.912 0.2176
H -6.007 -3.118 -2.499 0.3836
H -7.236 -2.331 -0.499 0.3497
H -6.130 -0.780 1.089 0.4045
H -3.826 -0.024 0.673 0.2260
H -2.063 -2.994 0.245 0.4178
H -0.563 -4.875 0.761 0.3968
H 1.625 -5.070 -0.378 0.3629
H 2.286 -3.376 -2.059 0.4058
H 0.782 -1.500 -2.578 0.3145
H -1.627 2.063 -2.713 0.4135
H -1.411 2.852 -5.053 0.3827
H -1.258 1.211 -6.899 0.3604
H -1.324 -1.211 -6.395 0.3744
H -1.538 -1.984 -4.072 0.3141

---

(2)
77
Properties=species:S:1:pos:R:3:mulliken_charge:R:1 method="wB97M-V/def2-TZVPD" relative_energy_kcal_mol=0.0 fmax_ha_per_bohr=0.0060 homo_lumo_gap_ev="7.59 / 6.46" lumo_energy_ev="-2.603 / -3.771" total_charge=+1 spin_multiplicity=4 e_tot_ev=-124672.2373 homo_energy_ev="-10.194 / -10.231"
Tc -1.944 -0.564 0.206 -0.0029
N 4.265 -5.528 1.756 -0.5178
C 3.308 -4.893 0.999 1.0896
C 3.300 -3.496 0.889 -0.7948
C 2.320 -2.859 0.159 0.2752
C 1.323 -3.607 -0.461 -0.7517
C 1.321 -4.995 -0.369 -0.4316
C 2.306 -5.631 0.356 -0.8540
S 0.109 -2.794 -1.414 1.0980
O 0.651 -1.542 -1.863 -0.3677
O -0.467 -3.715 -2.342 -0.7313
N -1.083 -2.332 -0.339 -0.4614
C -1.888 -3.217 0.331 0.7309
N -2.855 -2.520 0.993 -0.3941
C -3.742 -3.209 1.700 0.0164
C -3.684 -4.588 1.759 -0.8423
C -2.650 -5.198 1.058 -0.0751
N -1.746 -4.530 0.347 -0.3055
H 5.108 -5.018 1.959 0.2260
H 4.406 -6.510 1.594 0.2257
H 4.078 -2.915 1.369 0.2612
H 2.333 -1.783 0.050 0.3596
H 0.553 -5.560 -0.876 0.5014
H 2.313 -6.712 0.424 0.2944
H -4.502 -2.639 2.220 0.4794
H -4.402 -5.162 2.324 0.3933
H -2.538 -6.276 1.072 0.4488
C -4.894 2.229 2.618 -1.1901
P -3.305 2.111 1.806 1.0575
C -3.336 3.163 0.368 -0.6522
C -2.051 2.723 2.923 -0.8716
O -3.038 0.641 1.473 -0.6190
H -5.099 3.260 2.905 0.3821
H -4.892 1.601 3.508 0.3635
H -5.674 1.883 1.940 0.3740
H -3.600 4.178 0.667 0.4321
H -4.075 2.792 -0.344 0.4071
H -2.351 3.185 -0.102 -0.1245
H -2.221 3.775 3.154 0.4111
H -1.076 2.623 2.443 -0.0400
H -2.070 2.137 3.841 0.4304
C -1.227 0.571 -1.058 0.1539
Ge 0.533 1.464 -1.185 1.8418
C 1.202 1.247 -2.990 1.0151
C 2.437 0.660 -3.252 -0.2255
C 2.883 0.508 -4.556 -0.8601
C 2.094 0.928 -5.617 -0.5090
C 0.850 1.490 -5.370 -0.9293
C 0.409 1.647 -4.064 -0.5490
C 0.100 3.335 -0.756 -0.4492
C 0.374 3.835 0.518 -0.1457
C -0.005 5.123 0.879 -0.6898
C -0.665 5.935 -0.032 -0.5350
C -0.927 5.461 -1.312 -0.8225
C -0.546 4.174 -1.667 0.0204
C 1.664 0.828 0.266 0.3154
C 1.118 0.319 1.442 0.7020
C 1.917 -0.102 2.496 -0.9812
C 3.297 -0.013 2.386 -0.6695
C 3.863 0.511 1.232 -0.7984
C 3.053 0.936 0.187 -0.8698
H -1.828 0.679 -1.975 0.3886
H 3.048 0.285 -2.441 0.2588
H 3.845 0.049 -4.746 0.4214
H 2.440 0.804 -6.634 0.3933
H 0.221 1.801 -6.194 0.4146
H -0.577 2.066 -3.898 0.1732
H 0.912 3.221 1.233 0.5222
H 0.233 5.498 1.867 0.4650
H -0.954 6.941 0.244 0.4108
H -1.419 6.097 -2.036 0.4455
H -0.744 3.834 -2.676 0.1449
H 0.037 0.252 1.564 -0.1345
H 1.466 -0.503 3.394 0.4559
H 3.929 -0.341 3.201 0.4265
H 4.939 0.595 1.147 0.4403
H 3.518 1.358 -0.696 0.5285

---

(3)
74
Properties=species:S:1:pos:R:3:mulliken_charge:R:1 method="wB97M-V/def2-TZVPD" relative_energy_kcal_mol=0.0 fmax_ha_per_bohr=0.0058 homo_lumo_gap_ev=6.51 lumo_energy_ev=-0.780 total_charge=0 e_tot_ev=-49087.4977 homo_energy_ev=-7.293
Pt -1.517 1.330 0.872 0.7016
O -0.751 -3.619 1.194 -0.7596
C -0.213 -3.448 2.408 0.4073
C 0.753 -4.361 2.844 -0.5754
C 1.358 -4.202 4.075 -0.3060
C 1.016 -3.133 4.902 -0.9004
C 0.063 -2.228 4.471 -0.1471
C -0.563 -2.363 3.231 0.1167
C -1.492 -1.315 2.703 0.5427
O -2.092 -1.524 1.615 -0.8008
N -1.518 -0.191 3.412 -0.9063
N -2.142 0.849 2.731 0.2359
C -3.044 1.495 3.364 0.2338
C -3.797 2.634 2.884 0.3200
C -4.566 3.342 3.817 -0.6738
C -5.364 4.401 3.442 -0.7232
C -5.420 4.752 2.092 -0.4443
C -4.687 4.062 1.151 -0.4913
C -3.850 2.996 1.522 0.5842
O -3.190 2.366 0.571 -0.9040
H -1.388 -2.848 1.091 0.3979
H 1.006 -5.187 2.191 0.5017
H 2.101 -4.922 4.400 0.4066
H 1.483 -3.017 5.871 0.4030
H -0.219 -1.386 5.088 0.4632
H -3.266 1.134 4.365 0.4247
H -4.524 3.037 4.856 0.3506
H -5.943 4.941 4.179 0.3831
H -6.050 5.575 1.775 0.3679
H -4.736 4.325 0.102 0.3852
C 0.278 2.895 -5.750 -1.6160
C 0.026 1.462 -5.257 1.9970
C 1.266 0.619 -5.553 -2.1109
C -1.171 0.861 -6.009 -1.5653
C -0.304 1.496 -3.771 0.3462
C -1.373 2.263 -3.305 -0.3836
C -1.690 2.275 -1.965 -0.7303
N -0.984 1.574 -1.074 -0.4844
C 0.055 0.833 -1.485 -0.0690
C 0.409 0.774 -2.823 0.1349
C 0.776 0.150 -0.392 -0.1034
C 1.888 -0.646 -0.596 -0.4819
C 2.554 -1.222 0.481 0.5521
C 2.095 -0.869 1.744 -0.2264
C 0.987 -0.062 1.886 -1.1456
N 0.288 0.389 0.840 -0.6006
C 3.715 -2.192 0.327 2.1908
C 3.331 -3.513 1.012 -1.6123
C 4.956 -1.597 1.007 -1.7200
C 4.041 -2.472 -1.139 -2.2838
H 0.534 2.879 -6.810 0.4527
H 1.103 3.356 -5.205 0.3825
H -0.603 3.526 -5.630 0.3216
H 1.472 0.647 -6.623 0.4198
H 1.122 -0.426 -5.272 0.4125
H 2.148 1.003 -5.035 0.4328
H -0.962 0.840 -7.080 0.4408
H -2.078 1.446 -5.854 0.3464
H -1.366 -0.160 -5.677 0.3733
H -1.977 2.850 -3.983 0.4637
H -2.527 2.823 -1.553 0.3981
H 1.245 0.160 -3.118 0.4332
H 2.215 -0.834 -1.606 0.4790
H 2.557 -1.251 2.645 0.4639
H 0.587 0.193 2.856 0.8687
H 3.133 -3.377 2.076 0.2574
H 4.148 -4.231 0.909 0.5274
H 2.435 -3.941 0.560 0.3806
H 4.784 -1.415 2.068 0.3144
H 5.242 -0.652 0.542 0.3999
H 5.794 -2.291 0.917 0.4593
H 3.188 -2.907 -1.665 0.4202
H 4.863 -3.186 -1.194 0.4295
H 4.355 -1.568 -1.665 0.4407